ORCA calculation (wB97M-V/def2-TZVPD) on C7H13NO as an isolated structure.

The energy is -404.3232 a.u. The calculation puts the energy above the lowest of the compared OMol25 structures with the same formula, charge and spin at 536.3 kJ/mol. As for the HOMO energy: -8.638 eV. The LUMO energy comes out at 0.77 eV. The max |F| comes out at 5.49 eV/Å. The HOMO-LUMO gap comes out at 9.41 eV.

The geometry in XYZ format:
```
22
Properties=species:S:1:pos:R:3:forces:R:3
C -2.06624 0.35572 -0.14757 2.163 -1.256 0.596
C -0.76229 -0.46124 0.28774 -3.737 -2.011 -1.054
C -2.16711 1.82444 -0.25882 -0.089 -3.961 -1.904
C -0.40117 -0.56347 1.78320 -0.218 1.424 -2.682
C 1.14727 0.56769 -0.81412 -4.054 1.616 1.416
C 1.29983 -1.83712 -0.47866 0.420 -0.560 2.102
C 0.26672 -0.74288 -0.74574 4.049 3.019 2.142
N -2.86878 -0.57505 -0.46705 0.111 0.725 -0.227
O -2.09698 -1.68650 -0.27985 1.912 0.713 1.625
H -1.49992 2.23827 0.33923 2.799 2.363 2.673
H -3.11968 2.05327 -0.10941 -4.082 1.533 1.231
H -2.02261 2.02795 -1.26153 0.867 0.917 -2.135
H 0.68377 -0.47445 1.79199 -0.034 0.168 0.698
H -0.69216 -1.54451 2.03005 -0.402 -1.111 0.883
H -0.96745 0.23448 2.28500 0.505 -0.547 0.323
H 1.33336 1.05286 0.12022 -0.084 -0.240 1.434
H 0.79114 1.45268 -1.33066 -0.923 -0.226 -0.716
H 2.06491 0.47437 -1.15153 4.458 -1.360 -2.056
H 0.69776 -2.64467 -0.09557 0.232 -0.770 0.586
H 2.17958 -1.59371 0.25092 -1.984 -0.072 -0.854
H 1.84701 -2.28247 -1.28748 -0.188 0.374 -1.107
H -0.13864 -0.80005 -1.66507 -1.722 -0.738 -2.975
```
Forces are in eV/Å.